DFT (wB97M-V/def2-TZVPD) results for a molecular structure, C40H41BF2N4P2PdSTe.

XYZ file:
```
93
Properties=species:S:1:pos:R:3:mulliken_charge:R:1
C 4.1196 3.8029 -2.5706 0.30
H -3.9871 3.6104 2.9587 0.42
C -0.2230 2.0056 -2.1939 0.74
B -0.9464 -1.9517 0.4510 -0.34
H 8.0567 -0.5131 -0.1337 0.35
C 4.8089 -0.7125 0.8164 -0.67
H -5.2489 2.7610 -0.0258 0.34
H 7.3302 5.7394 -2.0604 0.35
Pd -0.3778 0.1044 0.5523 -0.08
H -3.6117 2.2562 4.0097 0.38
H -1.6375 -1.0446 3.7350 0.37
C 1.5702 -2.6963 -2.9205 -0.69
H -2.3573 -0.0249 -3.8730 0.41
C -0.6017 4.8343 -1.1166 -0.68
H -0.9190 7.6779 0.7099 0.34
H 1.2854 -3.7412 -2.8739 0.39
H -3.4700 4.1464 -0.7188 0.37
H -1.1895 2.8709 3.9530 -0.04
H 0.1072 -2.3745 4.8944 0.38
N 6.0156 4.9874 -3.4543 -0.69
H 4.5582 1.0819 -2.0200 0.29
H 1.5262 -2.6040 -5.0685 0.33
C 2.0192 -0.7092 -4.1886 -0.93
H -2.1839 4.1898 4.5951 0.42
H -1.3427 1.1604 -5.8085 0.36
P 0.3657 2.1962 -0.4470 1.07
H 1.0157 1.9541 2.8434 -0.01
C 2.1591 1.9933 -0.5937 -0.93
H 1.1438 3.3743 -3.1156 0.74
C 4.2051 0.0041 -0.2079 0.20
C 5.0212 0.5218 -1.2193 -0.18
H -5.4576 5.5262 -0.0329 0.33
C -3.9256 1.8532 1.1047 -0.15
H 7.0053 0.7692 -1.9822 0.42
C 6.3925 0.3438 -1.1947 -0.76
H 0.6891 3.8879 1.8472 -0.13
C -3.7814 4.1965 0.3315 0.54
C -0.0677 5.8290 1.4059 -0.59
H -1.5669 4.2603 2.9376 -0.11
S -4.3686 0.3703 0.5298 -0.36
H -2.2679 1.3262 2.1617 -0.29
C 2.2185 -0.0055 -3.0107 0.08
H -1.4090 6.7665 -1.5496 0.41
C 6.9814 -0.3722 -0.1569 -0.52
N -4.5593 3.0054 0.6691 -0.15
C 1.7595 -1.9867 -1.7447 -1.03
H 2.4443 1.0542 -3.0292 0.20
H 0.1406 6.1995 2.4037 0.39
C -1.6108 0.7456 -3.7183 -0.72
H -1.5769 0.5189 -1.5446 0.20
C -1.2091 1.0484 -2.4226 -1.06
H 6.1120 4.9234 -0.0941 0.32
C -4.5601 5.4736 0.5887 -1.37
H 2.8991 0.7424 3.8941 0.42
N -2.9608 2.0616 2.0351 0.64
C 6.1870 -0.9035 0.8439 -0.52
H 1.6061 -2.4712 -0.7874 0.34
C -0.6630 6.6539 0.4619 -0.68
H 2.0954 -0.1948 -5.1410 0.39
C 0.3502 -1.4042 4.4826 -0.54
Te 3.3907 3.2784 0.3784 0.47
C 0.8471 1.0047 3.3421 0.46
H 4.5720 4.1226 -4.6389 0.37
C -0.9328 6.1454 -0.7983 -0.77
C 1.6410 -0.9045 4.5134 -0.36
H -3.9398 6.3440 0.3677 0.31
F -1.4484 -2.6417 -0.6242 -0.28
C -3.2073 2.8890 3.2057 -0.75
C -1.9621 3.5978 3.7030 -0.28
N -0.3976 0.5331 3.2972 -0.07
F -0.8019 -2.8851 1.4681 -0.30
C 5.7122 4.7341 -1.0847 -0.45
H 4.1889 -1.1160 1.6105 0.40
H 6.6373 -1.4649 1.6561 0.37
C -0.6330 -0.6560 3.8535 -0.52
C 1.6988 -2.0581 -4.1472 -0.66
C 4.8856 4.2956 -3.6121 -0.56
C 0.3468 2.6569 -3.2858 0.17
H -2.8583 4.1829 0.9088 -0.38
C 1.9019 0.3240 3.9308 -0.76
C -1.0415 1.4048 -4.7954 -0.60
C 4.5262 4.0232 -1.2594 0.02
H 0.4024 2.8742 -5.4189 0.36
H 3.2230 3.2185 -2.7541 0.14
H -4.8767 5.5297 1.6326 0.29
C 0.0128 3.9932 -0.1866 0.79
C 2.0955 -0.6360 -1.7772 1.36
C 0.2531 4.5222 1.0844 -0.16
H 2.4425 -1.4786 4.9644 0.35
H -0.8442 4.4612 -2.0996 0.43
C -0.0606 2.3680 -4.5781 -1.03
P 2.3496 0.2185 -0.1677 0.97
C 6.4021 5.1877 -2.1949 -0.33
```

- Strongest force on any atom: 0.8 eV/Å
- Charge: -2
- Energy above the lowest of the compared OMol25 structures with the same formula, charge and spin: 146.1 kJ/mol
- Total energy: -3469.34307 Eh